The following is a DFT calculation (ωB97M-V/def2-TZVPD) of a cluster of 13 separate species, C58H88N4O32 in total.

Last column: Mulliken charge in e.
CARTESIAN COORDINATES (ANGSTROEM)
C -7.682 3.791 1.423  -0.492
O -7.368 4.587 0.261  -0.535
C -6.236 4.190 -0.590  0.087
C -4.900 4.653 0.014  0.017
O -4.598 3.966 1.206  -0.448
C -3.700 2.865 1.109  -0.393
H -7.922 2.782 1.087  0.170
H -8.589 4.211 1.858  0.266
H -6.835 3.780 2.108  0.218
H -6.371 4.459 -1.638  0.324
H -6.319 3.108 -0.689  -0.074
H -5.011 5.723 0.190  0.350
H -4.305 4.534 -0.892  -0.184
H -2.679 3.238 1.035  0.233
H -3.956 2.121 0.354  0.226
H -3.604 2.275 2.020  0.251
C -3.096 -7.409 6.878  -0.760
O -3.646 -6.111 6.831  -0.372
C -2.995 -5.230 5.864  -0.025
C -3.818 -3.976 5.649  -0.507
O -2.953 -3.055 5.166  -0.149
C -2.565 -1.901 5.898  -0.546
H -3.662 -8.032 7.570  0.302
H -2.038 -7.567 7.088  0.326
H -3.126 -7.929 5.921  0.259
H -3.052 -5.841 4.964  -0.072
H -1.940 -5.030 6.049  0.335
H -4.176 -3.649 6.625  0.366
H -4.566 -4.258 4.907  0.207
H -3.460 -1.399 6.266  0.379
H -2.056 -1.235 5.201  -0.028
H -1.837 -2.088 6.687  0.301
C -2.259 -8.486 1.368  -0.690
O -2.683 -7.230 0.806  -0.347
C -1.935 -6.078 1.330  -0.506
C -2.628 -4.775 0.770  0.423
O -3.725 -4.470 1.614  -0.389
C -4.116 -3.064 1.690  -0.919
H -2.995 -9.224 1.049  0.298
H -2.401 -8.531 2.448  0.189
H -1.289 -8.910 1.108  0.295
H -0.863 -6.054 1.135  0.236
H -1.688 -6.097 2.392  0.269
H -2.779 -4.986 -0.288  0.260
H -1.940 -3.942 0.915  -0.160
H -4.327 -2.691 0.688  0.465
H -3.430 -2.288 2.028  0.270
H -4.997 -3.087 2.332  0.340
C 5.022 0.176 10.396  -0.738
O 4.365 0.111 9.120  -0.315
C 5.158 0.344 7.940  -0.801
C 4.370 0.380 6.515  -0.010
O 3.332 1.318 6.389  -0.478
C 2.759 1.415 5.048  -0.077
H 4.473 -0.247 11.237  0.264
H 5.254 1.186 10.732  0.283
H 5.879 -0.495 10.330  0.303
H 6.070 -0.246 7.847  0.403
H 5.467 1.382 8.063  0.339
H 3.957 -0.602 6.282  0.257
H 5.161 0.478 5.771  0.181
H 3.097 0.553 4.472  -0.297
H 3.106 2.334 4.576  0.361
H 1.690 1.203 5.073  0.320
C 4.603 -2.066 3.785  0.254
O 5.079 -2.513 4.818  -0.627
N 3.302 -2.363 3.454  0.206
C 2.873 -1.935 2.121  0.101
C 2.343 -3.156 4.229  -1.112
H 5.132 -1.316 3.177  0.367
H 3.415 -1.027 1.857  -0.449
H 1.786 -1.857 2.129  -0.029
H 2.971 -2.724 1.376  0.534
H 1.541 -2.505 4.579  0.385
H 2.073 -3.931 3.513  0.348
H 2.713 -3.757 5.060  0.302
C 4.725 0.471 -1.536  0.447
O 5.226 0.010 -0.534  -0.727
N 4.922 -0.025 -2.732  0.258
C 5.661 -1.273 -3.048  -0.910
C 4.350 0.625 -3.932  -0.270
H 4.133 1.393 -1.639  0.183
H 5.015 -1.909 -3.653  0.268
H 5.917 -1.844 -2.156  0.293
H 6.574 -1.013 -3.585  0.335
H 4.784 1.603 -4.142  0.330
H 4.276 -0.018 -4.809  0.392
H 3.326 0.865 -3.647  -0.430
C 5.952 3.166 0.732  -0.116
O 4.892 3.321 0.173  -0.630
N 6.110 2.330 1.714  0.367
C 7.067 2.613 2.659  -1.022
C 4.991 1.383 2.117  -0.143
H 6.774 3.880 0.574  0.321
H 7.397 1.706 3.167  0.293
H 6.660 3.320 3.382  0.347
H 7.900 3.045 2.104  0.364
H 5.444 0.402 2.256  0.656
H 4.438 1.639 3.021  0.101
H 4.165 1.274 1.414  -0.786
C 2.069 1.101 -6.143  -0.468
O 1.308 0.505 -5.360  -0.222
N 2.672 0.421 -7.098  0.436
C 3.422 1.117 -8.094  -1.150
C 2.292 -0.854 -7.525  -0.849
H 2.210 2.193 -6.130  0.607
H 2.950 1.211 -9.072  0.427
H 4.248 0.490 -8.428  0.383
H 3.898 2.064 -7.840  0.372
H 2.970 -1.430 -8.156  0.352
H 2.175 -1.482 -6.642  0.112
H 1.293 -0.958 -7.947  0.361
C 2.474 4.772 -1.862  -0.389
C 1.700 4.433 -0.816  0.725
C 0.209 4.568 -0.770  -0.018
O -0.442 4.420 0.300  -0.677
C -0.350 4.904 -2.023  0.013
C 0.425 5.312 -3.125  0.638
C 1.946 5.348 -3.095  0.086
O 2.716 5.812 -4.002  -0.646
O -0.242 5.571 -4.324  -0.563
O 2.339 3.968 0.297  -0.557
H 3.534 4.587 -1.779  0.632
H -1.410 4.982 -2.211  0.160
H -1.143 5.836 -4.122  0.372
H 3.144 3.508 0.048  0.223
C -5.459 1.128 -4.646  -0.570
C -6.483 1.419 -3.753  0.157
C -6.588 0.733 -2.401  0.565
O -7.364 1.116 -1.583  -0.590
C -5.477 -0.201 -2.157  -0.561
C -4.424 -0.412 -2.945  0.350
C -4.327 0.173 -4.376  0.754
O -3.454 -0.072 -5.261  -0.678
O -3.344 -1.190 -2.603  -0.461
O -7.407 2.331 -4.028  -0.543
H -5.437 1.619 -5.607  0.535
H -5.322 -0.556 -1.149  0.436
H -2.663 -1.189 -3.280  0.169
H -8.127 2.141 -3.422  0.327
C 2.614 -3.838 -2.832  -0.830
C 2.355 -3.915 -1.516  0.180
C 1.046 -3.489 -0.875  0.633
O 0.712 -3.707 0.309  -0.661
C 0.185 -2.792 -1.817  -0.093
C 0.507 -2.653 -3.163  0.514
C 1.663 -3.266 -3.801  0.169
O 1.899 -3.245 -4.990  -0.644
O -0.120 -1.680 -3.921  -0.320
O 3.067 -4.683 -0.670  -0.639
H 3.581 -4.235 -3.103  0.564
H -0.700 -2.234 -1.548  0.551
H 0.361 -1.417 -4.709  0.064
H 2.455 -4.819 0.056  0.347
C -3.114 4.661 -6.716  -1.190
C -4.077 4.800 -5.746  0.420
C -4.039 4.157 -4.454  0.354
O -4.924 4.152 -3.620  -0.474
C -2.928 3.294 -4.342  0.442
C -1.972 3.122 -5.237  -0.826
C -2.036 3.712 -6.649  0.595
O -1.249 3.462 -7.498  -0.592
O -0.882 2.351 -4.946  0.357
O -5.089 5.738 -5.829  -0.469
H -3.017 5.249 -7.616  0.348
H -2.777 2.686 -3.462  0.705
H -0.307 2.119 -5.679  -0.255
H -5.163 5.990 -6.753  0.334
C -1.616 0.297 -0.328  -1.029
C -1.120 0.299 0.913  0.018
C 0.316 0.632 1.366  0.876
O 0.623 0.628 2.579  -0.734
C 1.161 0.818 0.163  0.607
C 0.647 0.854 -1.084  -0.456
C -0.760 0.609 -1.488  1.579
O -1.105 0.519 -2.620  -0.351
O 1.504 1.107 -2.152  0.572
O -1.984 0.139 1.943  -0.521
H -2.687 0.324 -0.465  0.067
H 2.237 0.885 0.092  -0.461
H 1.144 0.942 -3.027  -0.458
H -1.511 0.225 2.774  0.197

Forces on atoms 1 to 6 (eV/Å):
C 0.57 0.14 -1.35
O 0.28 0.40 -0.79
C -1.30 -0.78 2.06
C -1.86 -0.37 -1.47
O 0.47 -0.46 0.10
C 0.59 0.27 0.33

## Properties
HOMO (eV): -8.665
HOMO-LUMO gap (eV): 6.4
Charge: 0
Total energy (eV): -133037.5066

=====

The following is a DFT calculation (ωB97M-V/def2-TZVPD) of a cluster of 11 separate species, C59H101N8O16 in total.

Last column: Mulliken charge in e.
CARTESIAN COORDINATES (ANGSTROEM)
C 3.520 5.425 0.893  -0.856
C 4.194 5.063 -0.371  -0.087
C 3.261 4.711 -1.503  0.450
N 3.890 4.463 -2.844  0.121
C 2.940 3.808 -3.738  0.035
C 3.501 3.465 -5.042  -0.851
C 4.764 2.616 -5.008  -0.435
C 5.765 3.237 -3.994  -0.888
C 5.099 3.558 -2.668  0.466
C 4.362 5.708 -3.384  -1.095
H 2.557 5.006 0.979  -0.398
H 3.411 6.507 0.970  0.544
H 4.082 5.178 1.779  0.401
H 4.730 4.109 -0.167  0.239
H 4.945 5.801 -0.759  0.263
H 2.443 5.424 -1.683  0.599
H 2.708 3.780 -1.193  -0.920
H 2.579 2.947 -3.169  -0.105
H 2.050 4.483 -3.822  0.508
H 2.644 2.894 -5.465  0.456
H 3.587 4.334 -5.745  0.303
H 4.579 1.568 -4.655  0.062
H 5.206 2.525 -5.970  0.468
H 6.608 2.514 -3.851  0.387
H 6.174 4.105 -4.464  0.415
H 4.689 2.650 -2.205  -0.712
H 5.693 4.143 -1.958  0.733
H 4.746 5.552 -4.349  0.606
H 5.284 5.981 -2.837  0.396
H 3.567 6.488 -3.475  0.231
C 6.225 -1.441 1.707  -1.166
C 5.567 -0.331 2.534  -0.317
C 4.248 -0.803 3.086  -0.730
N 3.301 0.269 3.611  1.517
C 2.118 -0.387 4.275  -0.299
C 2.448 -0.843 5.695  -1.034
C 3.117 0.263 6.532  -0.710
C 4.338 0.731 5.790  -0.852
C 3.940 1.304 4.426  -0.572
C 2.781 0.971 2.423  -0.006
H 7.180 -0.982 1.282  0.335
H 5.525 -1.789 0.937  0.082
H 6.495 -2.338 2.321  0.398
H 5.337 0.592 1.975  0.177
H 6.221 -0.031 3.387  0.448
H 4.262 -1.593 3.808  0.907
H 3.651 -1.219 2.212  -0.082
H 1.847 -1.254 3.588  0.341
H 1.294 0.309 4.161  0.140
H 3.158 -1.630 5.723  0.382
H 1.585 -1.178 6.211  0.479
H 3.481 -0.108 7.461  0.492
H 2.513 1.143 6.792  0.307
H 4.948 -0.176 5.555  0.244
H 4.874 1.534 6.297  0.453
H 4.849 1.620 3.915  0.514
H 3.216 2.127 4.424  0.295
H 2.169 0.241 1.882  0.275
H 3.523 1.429 1.767  0.109
H 2.213 1.835 2.799  -1.034
C 4.543 -3.277 -4.064  -1.794
C 3.461 -3.181 -3.065  0.183
C 2.365 -4.218 -3.391  -0.786
N 1.141 -4.337 -2.569  0.338
C 0.266 -5.483 -2.990  0.176
C 0.925 -6.848 -2.782  -0.759
C 1.290 -7.093 -1.280  -0.733
C 2.186 -5.884 -0.835  -1.007
C 1.488 -4.614 -1.098  -0.471
C 0.343 -3.081 -2.493  -0.454
H 5.373 -2.674 -3.796  0.447
H 4.114 -2.885 -4.973  0.453
H 4.868 -4.273 -4.323  0.375
H 3.047 -2.181 -3.085  0.135
H 3.860 -3.215 -2.052  0.241
H 2.838 -5.191 -3.251  0.458
H 2.002 -4.042 -4.384  0.318
H -0.038 -5.371 -4.027  0.406
H -0.656 -5.462 -2.432  -0.165
H 1.853 -7.102 -3.378  0.271
H 0.163 -7.568 -3.121  0.504
H 1.636 -8.095 -1.279  0.487
H 0.373 -7.203 -0.699  0.239
H 3.175 -5.882 -1.259  0.368
H 2.416 -6.100 0.220  0.474
H 2.022 -3.738 -0.794  0.589
H 0.573 -4.556 -0.567  0.356
H 0.137 -2.706 -3.480  0.529
H 0.909 -2.285 -1.913  -0.044
H -0.603 -3.402 -1.997  0.066
C -1.151 -0.662 -0.594  -0.531
C -0.727 0.070 0.705  -0.324
O -0.759 -0.612 1.774  -0.271
N -0.233 1.302 0.640  2.085
H 1.215 6.607 1.303  0.314
H -0.002 1.628 1.570  -0.338
C 0.140 2.157 -0.489  -0.379
H -1.197 -1.770 -0.450  -0.389
H -0.465 -0.474 -1.368  0.783
H -2.192 -0.312 -0.897  -0.072
H -0.673 2.180 -1.277  0.411
H 1.120 1.831 -0.859  -0.041
H 0.237 3.197 -0.107  -0.518
C -2.043 -3.431 3.134  -0.698
N -3.398 -3.608 2.559  0.291
C -3.692 -2.842 1.492  -0.575
C -4.754 -3.150 0.679  -0.526
C -5.438 -4.314 1.073  1.232
C -5.241 -4.984 2.305  -0.528
C -4.090 -4.652 2.975  -0.491
C -6.600 -4.734 0.302  0.674
C -7.618 -3.832 -0.159  -0.324
C -8.623 -4.292 -0.939  -0.622
N -8.750 -5.655 -1.226  -0.018
C -7.779 -6.459 -0.893  -0.332
C -6.676 -6.029 -0.103  -0.787
C -9.908 -6.080 -2.074  -0.873
H -1.291 -4.184 2.837  0.243
H -2.175 -3.477 4.262  0.475
H -1.754 -2.432 2.840  0.011
H -3.070 -1.977 1.354  0.306
H -5.018 -2.415 -0.102  0.161
H -5.778 -5.847 2.637  0.597
H -3.683 -5.116 3.800  0.547
H -7.469 -2.699 -0.266  0.380
H -9.313 -3.707 -1.441  0.599
H -7.905 -7.446 -1.300  0.397
H -5.926 -6.755 0.184  0.563
H -9.794 -5.562 -3.001  0.372
H -10.790 -5.835 -1.547  0.386
H -9.851 -7.164 -2.118  0.285
C -1.455 2.263 4.695  -0.848
N -2.157 2.738 3.496  0.415
C -2.567 3.999 3.272  -0.715
C -3.409 4.299 2.203  -0.423
C -3.746 3.311 1.318  1.351
C -3.252 2.036 1.477  -1.161
C -2.517 1.778 2.602  -0.239
C -4.469 3.741 0.096  0.620
C -5.643 3.150 -0.358  -0.747
C -6.115 3.528 -1.621  -0.467
N -5.474 4.416 -2.406  0.160
C -4.374 4.999 -1.961  -0.722
C -3.884 4.729 -0.693  -1.082
C -5.913 4.587 -3.823  -0.848
H -1.360 1.177 4.650  0.220
H -1.968 2.476 5.621  0.397
H -0.479 2.703 4.750  0.257
H -2.055 4.694 3.890  0.469
H -3.794 5.347 2.063  0.515
H -3.536 1.269 0.794  0.932
H -2.126 0.788 2.842  0.370
H -6.067 2.279 0.168  0.723
H -6.955 3.127 -2.110  0.542
H -3.780 5.627 -2.609  0.544
H -3.002 5.261 -0.421  0.502
H -4.974 4.576 -4.398  0.352
H -6.414 5.551 -3.987  0.339
H -6.649 3.794 -4.159  0.297
O 4.749 0.540 -2.068  -0.595
C 3.815 0.598 -1.006  -0.078
O 3.196 1.691 -0.953  -0.488
O 3.782 -0.414 -0.281  -0.319
H 5.170 -0.323 -2.225  0.298
O -3.041 -5.643 0.082  -0.489
C -2.160 -4.766 -0.551  0.647
O -2.461 -4.536 -1.743  -0.861
O -1.364 -4.277 0.222  -0.702
H -3.496 -5.941 -0.681  0.246
O -5.890 0.809 -2.455  -0.448
C -5.902 -0.001 -1.195  0.744
O -6.802 -0.869 -1.143  -0.767
O -5.044 0.434 -0.391  -0.673
H -6.365 0.283 -3.088  0.267
O 2.561 4.719 4.620  -0.537
C 1.545 4.659 3.585  0.249
O 1.257 3.543 3.086  -0.526
O 1.012 5.719 3.204  -0.900
H 2.617 5.643 4.890  0.356
O -0.766 5.043 1.348  0.301
C -0.506 5.985 0.411  0.547
O 0.506 6.798 0.654  -0.513
O -1.202 6.176 -0.562  -0.627
H -0.030 5.060 1.917  0.011

Forces on atoms 1 to 6 (eV/Å):
C 0.31 2.01 0.66
C 1.98 -1.15 -1.47
C -2.25 -0.99 0.54
N 0.67 -0.34 1.21
C -2.05 0.72 1.33
C -0.95 -0.72 -2.55

## Properties
Energy relative to the best compared isomer or geometry (same formula, charge and spin) (kcal per mole): 0.0
HOMO (eV): -13.870
HOMO-LUMO gap (eV): 6.9
Charge: +3
Total energy (eV): -107481.7385

=====

Question: Among the records above, which one has the lowest charge?
Answer: C58H88N4O32

=====

Question: Which value of HOMO does entry 2 give?
Answer: -13.870 eV